The following is a DFT calculation (wB97M-V/def2-TZVPD) of an isolated molecule of C5H10O at a distorted geometry.

Computed properties:
Electronic energy (eV): -7392.111
SMILES: CC[C@@H]1O[C@@H]1C
HOMO-LUMO gap (eV): 10.559
Energy relative to the best compared isomer or geometry (same formula, charge and spin) (kJ/mol): 256.07

```
! wB97M-V def2-TZVPD RIJCOSX def2/J DEFGRID3
* xyz 0 1
C -0.845 1.245 -1.816
C -1.203 0.353 -0.605
C 0.019 0.422 0.249
O 1.036 -0.459 -0.613
C 1.046 -0.462 0.768
C 0.933 -1.606 1.703
H 0.091 0.889 -2.260
H -1.630 1.220 -2.574
H -0.688 2.292 -1.518
H -2.107 0.736 -0.120
H -1.336 -0.676 -0.934
H 0.153 1.443 0.656
H 1.861 0.212 1.051
H 0.085 -2.256 1.497
H 1.867 -2.168 1.696
H 0.809 -1.139 2.689
*
```

These are the natural (NBO) partial charges, in e, on atoms 1 to 6: -0.599, -0.430, 0.057, -0.519, 0.077, -0.633


The following is a DFT calculation (wB97M-V/def2-TZVPD) of an isolated molecule of C5H10O.

Computed properties:
Electronic energy (eV): -7394.275
SMILES: CC(C)CC=O
HOMO-LUMO gap (eV): 10.666
Energy relative to the best compared isomer or geometry (same formula, charge and spin) (kJ/mol): 47.34

```
! wB97M-V def2-TZVPD RIJCOSX def2/J DEFGRID3
* xyz 0 1
C 0.621 -0.701 -1.325
C -0.659 -0.302 -0.575
C -1.698 -1.416 -0.617
C -0.375 0.083 0.875
C 0.619 1.178 1.179
O 1.584 1.492 0.539
H 1.273 0.153 -1.466
H 0.353 -1.023 -2.333
H 1.169 -1.505 -0.830
H -1.094 0.555 -1.110
H -2.702 -1.010 -0.510
H -1.698 -1.867 -1.611
H -1.497 -2.191 0.120
H 0.095 -0.798 1.340
H -1.276 0.295 1.453
H 0.396 1.677 2.148
*
```

These are the natural (NBO) partial charges, in e, on atoms 1 to 6: -0.610, -0.212, -0.602, -0.513, 0.456, -0.522


The following is a DFT calculation (wB97M-V/def2-TZVPD) of an isolated molecule of C5H10O at a distorted geometry.

Computed properties:
Electronic energy (eV): -7390.994
SMILES: CC[C@]1(C)CO1
HOMO-LUMO gap (eV): 9.522
Energy relative to the best compared isomer or geometry (same formula, charge and spin) (kJ/mol): 363.88

```
! wB97M-V def2-TZVPD RIJCOSX def2/J DEFGRID3
* xyz 0 1
C -1.066 -0.791 1.349
C -1.034 0.249 0.208
C 0.180 0.624 -0.773
C 1.457 1.189 -0.238
C 0.234 -0.871 -1.213
O 0.268 0.179 -2.087
H -0.172 -0.731 1.962
H -1.167 -1.819 1.010
H -1.917 -0.604 2.024
H -1.033 1.191 0.696
H -1.945 0.134 -0.364
H 1.733 2.132 -0.691
H 1.512 1.415 0.818
H 2.339 0.579 -0.408
H -0.559 -1.605 -1.389
H 1.169 -1.271 -0.904
*
```

These are the natural (NBO) partial charges, in e, on atoms 1 to 6: -0.615, -0.405, 0.183, -0.661, -0.092, -0.450


The following is a DFT calculation (wB97M-V/def2-TZVPD) of an isolated molecule of C5H10O.

Computed properties:
Electronic energy (eV): -7394.669
SMILES: CCC(=O)CC
HOMO-LUMO gap (eV): 10.557
Energy relative to the best compared isomer or geometry (same formula, charge and spin) (kJ/mol): 9.31

```
! wB97M-V def2-TZVPD RIJCOSX def2/J DEFGRID3
* xyz 0 1
C 2.336 -0.346 -0.195
C 1.235 0.680 -0.492
C 0.017 0.412 0.374
O -0.011 0.796 1.525
C -1.135 -0.389 -0.215
C -2.438 -0.120 0.526
H 3.190 -0.186 -0.857
H 2.666 -0.253 0.846
H 1.987 -1.373 -0.358
H 0.969 0.676 -1.557
H 1.595 1.678 -0.224
H -0.862 -1.453 -0.136
H -1.228 -0.185 -1.288
H -2.740 0.923 0.392
H -3.248 -0.762 0.170
H -2.304 -0.284 1.597
*
```

These are the natural (NBO) partial charges, in e, on atoms 1 to 6: -0.596, -0.502, 0.607, -0.552, -0.513, -0.604


The following is a DFT calculation (wB97M-V/def2-TZVPD) of an isolated molecule of C5H10O.

Computed properties:
Electronic energy (eV): -7394.764
SMILES: CCC(=O)CC
HOMO-LUMO gap (eV): 10.554
Energy relative to the best compared isomer or geometry (same formula, charge and spin) (kJ/mol): 0.12

```
! wB97M-V def2-TZVPD RIJCOSX def2/J DEFGRID3
* xyz 0 1
C -2.173 -1.069 0.814
C -0.808 -1.131 0.143
C -0.161 0.235 -0.017
O -0.738 1.254 0.297
C 1.245 0.261 -0.598
C 1.920 1.618 -0.450
H -2.597 -2.072 0.925
H -2.095 -0.614 1.805
H -2.867 -0.458 0.231
H -0.875 -1.592 -0.853
H -0.117 -1.770 0.710
H 1.166 -0.022 -1.658
H 1.836 -0.534 -0.126
H 2.046 1.875 0.606
H 2.907 1.616 -0.924
H 1.312 2.404 -0.906
*
```

These are the natural (NBO) partial charges, in e, on atoms 1 to 6: -0.604, -0.508, 0.603, -0.550, -0.508, -0.604


The following is a DFT calculation (wB97M-V/def2-TZVPD) of an isolated molecule of C5H10O at a distorted geometry.

Computed properties:
Electronic energy (eV): -7390.841
HOMO-LUMO gap (spin up / spin down) (eV): 7.649 / 8.573
Energy relative to the best compared isomer or geometry (same formula, charge and spin) (kJ/mol): 378.67

```
! wB97M-V def2-TZVPD RIJCOSX def2/J DEFGRID3
* xyz 0 1
C 1.840 0.786 0.444
C 1.135 0.010 -0.681
C -0.323 -0.201 -0.419
C -0.893 -1.538 -0.083
C -1.952 0.882 0.329
O -1.076 0.858 -0.715
H 1.803 0.234 1.389
H 1.360 1.759 0.596
H 2.892 0.964 0.195
H 1.627 -0.959 -0.829
H 1.223 0.588 -1.613
H -1.970 -1.518 -0.298
H -0.383 -2.318 -0.670
H -0.803 -1.825 0.971
H -1.527 1.070 1.304
H -2.954 1.210 0.079
*
```

These are the natural (NBO) partial charges, in e, on atoms 1 to 6: -0.596, -0.474, 0.365, -0.685, -0.168, -0.463